Below is a cluster of 15 separate species, C27H85N6O19P2S in total in a non-equilibrium geometry, with properties calculated with ωB97M-V with the def2-TZVPD basis set.

```
140
Properties=species:S:1:pos:R:3:forces:R:3
C -2.2415 -5.2901 2.9341 -0.2186 0.4985 -0.5239
C -2.0584 -3.9540 2.6809 0.6452 -0.7456 0.7782
C -1.1986 -3.2476 1.6798 -2.9080 0.3832 -2.4454
N -2.2000 -2.8525 0.6013 0.5685 0.6300 -0.1317
C -0.4004 -2.0231 2.2394 -0.2471 -0.6521 0.1960
C -1.2925 -0.8588 2.8083 -0.2580 0.4273 -0.9797
N -2.5118 -0.4417 2.1754 0.0935 0.3661 0.5143
C 0.5216 -2.2990 3.4720 0.1609 -0.5912 0.0618
C -0.0655 -3.1070 4.6117 -0.2582 -1.1687 0.7969
O -0.0992 -4.3139 4.6754 0.2348 1.0237 -0.3408
O -0.5327 -2.3724 5.6872 0.3074 -0.1476 -0.4581
C 0.4145 -1.6887 0.9292 0.1702 4.2279 0.6131
N -0.2582 -0.5358 0.2647 -0.3829 -0.7386 -0.9774
P 2.1165 -0.9231 1.4530 2.8720 -1.7857 1.0735
N 2.7739 -0.1464 0.0711 -1.3742 -0.0322 0.5441
O 1.8388 0.3675 2.4582 -0.9874 -0.1852 -0.5361
N 0.5106 -2.9029 0.0029 0.8786 0.1877 0.5839
C 1.9380 -3.2768 -0.2261 0.6348 -0.8176 -0.4273
C -0.1273 -2.7168 -1.3431 -1.1716 0.6643 -0.7541
C 0.6620 -2.2078 -2.5223 0.5109 -0.3149 -1.0334
O 1.3148 -0.9513 -2.3725 0.2194 -0.0916 0.9619
C 2.4649 -0.8043 -3.0819 0.2264 -0.0471 -1.5487
O 2.5827 -1.1072 -4.2415 -0.2395 -0.0710 1.1395
C -0.1362 -3.9974 0.8535 -1.1673 -2.7576 1.3523
N 0.7487 -4.6292 1.7637 1.2196 1.4800 -0.3567
P -0.9149 -5.5256 -0.0692 -0.1625 -0.9886 -0.2862
S -0.5765 -7.2592 0.7512 0.3051 0.1764 0.0796
H -2.7395 -5.9742 2.2594 1.5442 -0.5358 -0.7987
H -1.9190 -5.6962 3.8897 -1.7558 0.3445 0.8434
H -2.5920 -3.2616 3.3358 1.5005 0.2199 1.2191
H -3.1389 -2.8979 0.9646 -0.0653 -0.1327 0.0842
H -2.0671 -1.8953 0.2861 -0.0704 0.0311 0.1112
H -0.6312 0.0059 2.8249 0.0837 0.1276 0.1980
H -1.5200 -1.0433 3.8528 0.1668 -0.4455 0.1322
H -3.2436 -1.1207 2.1204 -0.1415 -0.0355 -0.0193
H -2.4180 0.1204 1.3496 -0.1927 -0.0622 -0.1389
H 0.8258 -1.3664 3.9382 -0.0270 0.3211 -0.2389
H 1.4222 -2.8350 3.2014 0.0897 -0.0661 -0.1716
H 0.2560 -2.1027 6.1829 0.0374 0.3200 0.1408
H 0.2007 -0.3150 -0.6163 0.1135 -0.0158 0.0239
H -0.1533 0.3001 0.8262 -0.1110 -0.0795 0.2643
H 3.7131 0.1470 0.3191 0.1279 0.0068 -0.0360
H 2.1958 0.6717 -0.1296 0.3121 0.2330 -0.6489
H 1.8568 1.1976 1.9678 -0.1060 0.2120 0.0537
H 2.4746 -3.5127 0.6798 -0.1811 0.1980 0.3407
H 1.9423 -4.1696 -0.8491 -0.0955 -0.0802 -0.1151
H 2.5095 -2.5078 -0.7280 -0.3543 0.3542 -0.1152
H -1.0245 -2.1202 -1.2700 0.0614 0.2053 0.4154
H -0.5226 -3.6521 -1.7211 0.2100 -0.3563 0.3264
H -0.0515 -2.1188 -3.3377 -0.2844 -0.0889 0.0261
H 1.3838 -2.9377 -2.8837 0.2111 -0.0572 0.1297
H 3.2840 -0.3782 -2.4981 -0.2430 0.2591 0.2392
H 0.3092 -5.0101 2.5884 -0.0699 -0.0426 0.0788
H 1.4799 -5.1985 1.3741 -0.2102 -0.4749 0.0585
H -2.2880 -5.3440 -0.2376 0.1186 0.5728 -0.1599
H -0.3817 -5.6106 -1.3722 -0.1601 0.5614 -0.0077
C 0.2983 3.6527 -0.9018 -0.0593 0.0174 0.1515
O 1.1221 2.6920 -0.2209 -0.0434 -0.2755 0.0725
H 0.4388 3.5207 -1.9710 0.0869 -0.0708 0.0097
H -0.7528 3.4923 -0.6516 -0.0205 0.0631 -0.0474
H 0.5862 4.6655 -0.6212 -0.0691 0.0419 -0.0878
H 0.9788 2.8383 0.7187 -0.0049 0.2070 0.0320
C -1.9203 6.8307 -2.0192 -0.1080 0.3435 0.2463
O -0.9095 7.0376 -1.0241 0.0253 -0.2806 0.0154
H -1.8229 5.8118 -2.3900 0.0633 -0.0171 0.0448
H -2.9144 6.9602 -1.5821 -0.0328 -0.1141 -0.0542
H -1.7811 7.5314 -2.8409 -0.1360 -0.1725 -0.0305
H -1.0007 7.9380 -0.7032 0.0417 0.0899 -0.0544
C -2.9725 -6.1426 -3.8800 -0.0015 -0.2027 0.1731
O -2.9128 -6.2644 -2.4591 0.0510 0.1113 -0.1824
H -2.9254 -5.0838 -4.1252 -0.0071 0.0232 0.0368
H -2.1300 -6.6548 -4.3504 -0.0213 0.0415 -0.0799
H -3.9068 -6.5539 -4.2664 0.0112 0.0479 -0.0824
H -2.9550 -7.2013 -2.2459 -0.0037 -0.0304 0.1095
C 3.7319 -0.7506 5.6425 -0.2638 -0.0229 0.0860
O 2.7239 -1.5220 6.2788 -0.0122 -0.2246 0.0378
H 3.8971 -1.1842 4.6567 0.0232 0.0575 -0.0324
H 3.3966 0.2854 5.5327 0.1572 0.0371 -0.1067
H 4.6668 -0.7715 6.2079 0.0260 0.0109 -0.0527
H 2.5746 -1.1322 7.1533 -0.1938 0.0645 -0.2001
C 1.4027 7.3314 1.3004 -0.2768 -0.1322 0.0662
O 0.5651 6.8796 2.3605 0.1616 -0.0273 0.0036
H 2.4261 7.3536 1.6659 -0.0155 0.0080 0.0774
H 1.3369 6.6481 0.4509 0.0978 0.1311 -0.1111
H 1.1167 8.3376 0.9831 0.1138 0.0055 -0.0815
H -0.3360 6.8628 2.0282 -0.0633 -0.0230 -0.0031
C -0.2411 8.2442 -5.6665 0.3273 0.0122 0.4233
O -0.3857 8.3018 -4.2407 0.0323 0.1572 -0.2968
H -1.1107 8.7100 -6.1169 -0.0573 -0.0144 0.0478
H 0.6568 8.7853 -5.9776 -0.0564 0.0195 -0.0983
H -0.1805 7.2113 -6.0002 -0.0350 0.0106 -0.1267
H 0.3898 7.8862 -3.8563 0.0361 0.0152 0.0953
C -4.3042 2.8685 -0.2555 0.1217 -0.1275 -0.0776
O -3.2490 2.0271 0.2117 0.1333 0.0333 -0.0624
H -4.7895 3.3036 0.6131 0.0277 -0.0194 0.0415
H -3.9110 3.6710 -0.8846 -0.0716 0.0506 0.0162
H -5.0369 2.2906 -0.8228 -0.0531 0.0589 0.0113
H -2.8259 1.6455 -0.5631 -0.0439 -0.0838 -0.0522
C -2.8005 6.0013 -7.1284 0.1542 0.0057 -0.1810
O -1.6712 6.6277 -7.7231 -0.2261 0.0456 -0.0434
H -2.9414 6.4360 -6.1405 0.0266 0.0261 0.0037
H -3.7002 6.1726 -7.7234 -0.0639 -0.0288 0.0808
H -2.6373 4.9240 -7.0254 -0.0802 -0.0078 0.0465
H -1.5531 6.2364 -8.5948 0.0075 -0.1490 0.0141
C 5.5897 -2.5206 1.4407 -0.2053 -0.2314 0.3202
O 4.4565 -3.3759 1.6029 0.0587 -0.2276 -0.2232
H 5.5298 -2.0617 0.4580 -0.0503 0.0009 -0.0147
H 5.5778 -1.7382 2.1974 0.0942 0.0850 -0.0576
H 6.5185 -3.0894 1.5139 0.0501 0.0756 -0.0422
H 4.5014 -3.7781 2.4739 0.0354 -0.0098 0.0452
C -5.0364 -6.8590 4.3551 -0.1396 -0.2217 -0.2147
O -5.2453 -7.0189 2.9521 0.1266 0.2037 0.0811
H -4.5065 -5.9221 4.5036 0.0042 0.0135 -0.0199
H -5.9890 -6.8188 4.8881 0.0477 0.0172 0.0813
H -4.4297 -7.6792 4.7465 0.0124 0.0701 0.1255
H -5.7126 -7.8460 2.8172 -0.0252 -0.0535 -0.0566
C -2.6157 -0.9934 -3.7267 -0.2563 -0.2193 0.2296
O -3.2324 -1.1408 -2.4469 0.2760 0.1378 -0.0019
H -1.8394 -0.2366 -3.6341 0.0025 0.0128 0.0152
H -2.1645 -1.9411 -4.0347 0.0342 0.0752 -0.1820
H -3.3397 -0.6751 -4.4784 0.0746 0.0213 -0.0638
H -3.9183 -1.8093 -2.5228 -0.0737 -0.0171 0.0499
C 0.6983 1.2229 7.4067 0.0288 -0.0624 0.1506
O 1.5003 0.2206 8.0350 -0.0514 0.0493 0.0604
H 0.8614 1.1511 6.3340 0.0348 -0.0505 -0.0046
H -0.3596 1.0586 7.6185 -0.0195 0.0406 -0.0614
H 0.9890 2.2181 7.7473 -0.0292 0.0276 -0.0624
H 1.3597 0.2783 8.9834 0.0292 -0.0219 0.0629
C 0.5569 3.9890 -8.2017 -0.0376 0.2091 0.0101
O 0.0691 4.8953 -9.1843 0.0162 -0.0861 -0.0906
H 0.1763 3.0005 -8.4446 -0.0169 0.0029 -0.0443
H 1.6489 3.9611 -8.2075 -0.0011 -0.0772 0.0465
H 0.2053 4.2747 -7.2054 0.0260 -0.0659 0.0241
H 0.4151 5.7643 -8.9627 0.1068 0.0317 -0.0437
C 7.4771 1.1972 0.6244 -0.0912 0.0156 0.2072
O 6.5681 0.3598 1.3443 -0.0395 0.1420 -0.2140
H 7.6695 0.7272 -0.3360 -0.0225 -0.0485 0.0047
H 7.0458 2.1867 0.4571 0.0629 0.0182 -0.0568
H 8.4195 1.2995 1.1651 0.0367 0.0247 -0.0702
H 6.4019 0.7773 2.1933 0.0158 -0.0167 0.0814
```
Forces are in eV/Å.

Kohn-Sham gap	7.71	eV
net charge	+1
strongest force on any atom	0.083	Eh/bohr
E	-3918.1065	a.u.
molar mass	892.01	g mol⁻¹
highest occupied orbital energy	-9.78	eV

Results of the Mulliken charge analysis, in e, for atoms 1 through 8: -1.21, -0.23, -0.84, -0.15, 2.65, -2.19, -0.35, -1.42